Record 1
{
  "formula": "C4H6OS",
  "method": "the ωB97M-V functional and the def2-TZVPD basis",
  "s2": 2.013,
  "spin_multiplicity": 3,
  "e_above_lowest_kcal_mol": 63.5,
  "gap_ev": [6.94, 6.17],
  "charge": 0,
  "mol_weight_g_mol": 102.16,
  "symbols": ["H", "C", "C", "H", "C", "O", "S", "H", "H", "C", "H", "H"],
  "coordinates": [[2.26, 1.64, -1.31], [1.22, 1.49, -0.95], [-0.88, -2.21, 0.76], [-1.63, -2.25, 1.56], [-0.30, -0.83, 0.63], [-0.29, 0.10, 1.38], [0.52, -0.70, -0.96], [-0.48, 2.25, -0.24], [0.51, 3.48, -1.00], [0.41, 2.48, -0.70], [-0.01, -2.91, 1.04], [-1.33, -2.55, -0.21]],
  "nbo_charge": [0.168, -0.295, -0.731, 0.236, 0.382, -0.462, 0.282, 0.181, 0.190, -0.463, 0.258, 0.253]
}

Record 2
{
  "formula": "C6H15N2",
  "method": "the ωB97M-V functional and the def2-TZVPD basis",
  "spin_multiplicity": 1,
  "e_above_lowest_kcal_mol": 109.2,
  "gap_ev": 6.49,
  "charge": 1,
  "mol_weight_g_mol": 115.20,
  "symbols": ["C", "C", "N", "C", "H", "H", "H", "H", "H", "C", "H", "H", "H", "H", "H", "H", "H", "H", "H", "C", "H", "C", "N"],
  "coordinates": [[3.18, -0.46, -0.36], [2.25, 0.73, 0.04], [-1.23, -0.37, 0.21], [-2.38, -0.56, -0.63], [-0.08, 0.31, -1.38], [3.43, -1.00, 0.56], [-4.48, -0.28, -0.67], [-1.30, 2.44, 3.35], [-2.38, -1.61, -0.95], [0.96, 0.28, 0.51], [-2.28, 0.02, -1.57], [0.75, 0.25, 1.59], [2.75, 1.25, 0.85], [-3.69, 0.76, 0.51], [1.65, -1.62, -1.09], [-3.92, -0.95, 0.85], [2.10, 1.38, -0.82], [3.10, -2.13, -1.58], [-1.22, 3.06, 2.95], [-3.69, -0.24, 0.07], [4.09, -0.02, -0.74], [-0.15, 0.05, -0.33], [2.56, -1.29, -1.39]],
  "nbo_charge": [-0.169, -0.542, -0.105, -0.294, 0.212, 0.190, 0.240, -0.002, 0.273, 0.308, 0.204, 0.245, 0.271, 0.227, 0.342, 0.233, 0.276, 0.392, 0.003, -0.609, 0.234, -0.106, -0.822]
}

Record 3
{
  "formula": "C35H58BBrCl2FIN5O13S",
  "method": "the ωB97M-V functional and the def2-TZVPD basis",
  "spin_multiplicity": 1,
  "gap_ev": 6.00,
  "charge": 1,
  "mol_weight_g_mol": 1096.46,
  "symbols": ["H", "O", "H", "H", "C", "H", "N", "N", "H", "H", "N", "H", "H", "O", "C", "C", "H", "C", "C", "H", "H", "C", "C", "H", "H", "H", "H", "B", "C", "H", "H", "H", "O", "O", "H", "O", "H", "Br", "H", "H", "C", "H", "O", "H", "H", "H", "Cl", "H", "C", "H", "N", "H", "O", "C", "H", "C", "H", "C", "H", "C", "C", "H", "H", "C", "H", "H", "C", "H", "C", "H", "C", "H", "H", "H", "H", "O", "O", "C", "H", "H", "H", "H", "C", "H", "C", "C", "H", "C", "Cl", "C", "C", "C", "C", "C", "H", "H", "H", "H", "H", "S", "C", "C", "H", "F", "H", "O", "O", "H", "C", "C", "H", "O", "O", "N", "I", "C", "C", "H"],
  "coordinates": [[2.03, -3.29, -1.25], [0.87, 0.11, -3.68], [-5.49, -4.31, -2.52], [6.20, 4.99, -5.48], [-0.68, -1.79, 6.58], [2.39, 2.39, 3.86], [2.77, 0.69, 2.43], [1.55, -2.79, -2.01], [6.10, 2.88, -4.13], [2.38, -2.23, 3.95], [-1.44, -2.27, 0.32], [-0.12, -0.95, 9.90], [1.98, 1.76, -1.90], [2.62, -1.60, 5.87], [-4.63, -3.62, -0.04], [3.73, 2.71, 2.03], [0.22, -2.46, 2.86], [-6.30, -3.99, -1.81], [-7.36, -3.20, -2.71], [-7.57, -2.18, -2.32], [1.11, 7.31, 1.55], [-3.30, -3.44, -0.86], [-0.69, -1.42, 9.09], [-7.83, -1.64, 1.78], [-6.75, -4.95, -1.42], [4.08, 2.89, -2.81], [5.02, 5.73, -4.42], [0.28, -0.49, -2.53], [1.89, -0.24, 3.17], [-0.76, 8.65, 0.67], [0.85, -4.43, 0.31], [0.80, -0.08, 3.01], [-7.90, -3.57, 0.27], [1.62, 5.67, 0.43], [3.53, -0.42, 0.71], [2.11, 5.76, -1.77], [4.26, 4.60, -2.36], [-3.71, -0.75, 0.20], [0.76, -0.78, -6.23], [2.09, -0.03, 4.26], [0.96, 1.54, -1.51], [-0.85, -2.84, 6.81], [6.93, 4.38, -3.00], [-3.56, -3.67, -1.93], [-0.62, -2.50, 9.23], [0.38, 5.79, 2.10], [0.34, -4.36, -5.49], [-1.61, -3.01, -4.13], [-2.48, -2.09, -0.67], [-1.94, 7.59, 1.45], [-5.84, -3.08, -0.74], [-2.64, -4.30, -0.54], [1.27, -1.31, 7.65], [2.28, -1.75, 2.92], [0.52, -0.97, 0.92], [-6.81, -1.75, 1.33], [-1.74, -1.12, 9.18], [5.81, 3.84, -3.71], [-4.81, -4.74, -0.03], [-0.86, -2.19, -4.05], [-0.13, -1.01, 7.75], [1.47, -2.32, -6.76], [-4.58, -3.34, 1.03], [2.87, 1.98, 2.95], [0.26, 0.76, -4.08], [1.71, -3.46, -2.78], [0.09, -2.78, -1.75], [4.03, 3.78, 2.12], [6.85, 3.90, -1.73], [0.73, -5.30, -2.19], [-2.04, -1.45, -2.08], [4.78, 2.01, 0.06], [1.39, -2.37, -4.49], [-2.04, 7.93, -0.29], [-0.25, 0.07, 7.60], [5.63, 3.34, -1.49], [0.38, -1.69, 5.63], [0.66, 6.37, 1.22], [-2.84, -1.85, -2.76], [-6.93, -3.05, -3.74], [-0.36, 2.35, 0.01], [1.95, -1.86, 0.32], [-0.13, -2.75, -0.17], [-0.27, -2.12, -7.06], [4.80, 3.68, -2.60], [0.53, -1.86, -6.34], [-1.09, 5.65, 0.18], [0.93, -2.00, 0.76], [-1.74, -0.89, -5.03], [1.53, -1.54, 6.34], [0.38, -2.61, -4.92], [0.75, 2.19, -0.07], [1.12, -2.59, 2.21], [-6.90, -2.88, 0.23], [0.21, 2.08, -2.16], [3.26, -1.90, 2.41], [1.51, -3.64, 2.22], [-6.44, -0.79, 0.90], [4.56, 4.33, -5.40], [-0.41, -4.55, -2.25], [4.14, 1.79, 0.95], [3.50, 0.53, 1.27], [-8.28, -3.83, -2.86], [-1.87, -2.94, 1.42], [1.02, 1.48, 0.75], [0.22, 6.71, -0.98], [-0.07, -4.12, 0.31], [-6.14, -2.15, 2.13], [5.36, 4.77, -4.82], [-1.35, 7.75, 0.55], [1.22, 3.21, 0.01], [0.68, 0.13, -1.36], [7.73, 3.97, -0.93], [-0.63, -1.75, -2.60], [-2.47, 0.70, -2.00], [1.39, 6.02, -0.87], [-0.48, 6.55, 0.25], [-1.60, -1.36, 6.19]],
  "lowdin_charge": [0.105, 0.113, 0.106, 0.089, -0.092, 0.115, -0.153, 0.081, 0.159, 0.097, -0.101, 0.092, 0.126, 0.144, -0.210, -0.077, 0.112, -0.228, -0.072, 0.076, 0.144, -0.157, -0.017, 0.093, 0.126, 0.130, 0.093, -0.786, -0.134, 0.093, 0.100, 0.128, 0.089, 0.043, 0.103, 0.153, 0.122, 0.723, 0.069, 0.108, -0.216, 0.143, 0.092, 0.109, 0.092, 0.143, 0.601, 0.094, -0.636, 0.093, -0.111, 0.104, 0.103, -0.155, 0.116, -0.024, 0.094, -0.340, 0.141, -0.544, -0.335, 0.083, 0.106, -0.087, 0.104, 0.058, -0.513, 0.093, -0.541, -0.055, -0.516, 0.081, 0.103, 0.090, 0.162, 0.026, 0.043, -0.094, 0.091, 0.069, 0.064, 0.103, -0.374, 0.070, -0.100, -0.204, 0.156, -0.100, 0.720, -0.538, -0.667, -0.036, -0.157, -0.461, 0.089, 0.116, 0.118, 0.035, 0.089, 0.891, -0.058, -0.110, 0.081, 0.039, 0.060, 0.092, -0.091, 0.077, -0.018, -0.018, 0.078, 0.024, 0.175, -0.066, 1.095, -0.550, -0.343, 0.142]
}

Repeat the first record exactly.
{
  "formula": "C4H6OS",
  "method": "the ωB97M-V functional and the def2-TZVPD basis",
  "s2": 2.013,
  "spin_multiplicity": 3,
  "e_above_lowest_kcal_mol": 63.5,
  "gap_ev": [6.94, 6.17],
  "charge": 0,
  "mol_weight_g_mol": 102.16,
  "symbols": ["H", "C", "C", "H", "C", "O", "S", "H", "H", "C", "H", "H"],
  "coordinates": [[2.26, 1.64, -1.31], [1.22, 1.49, -0.95], [-0.88, -2.21, 0.76], [-1.63, -2.25, 1.56], [-0.30, -0.83, 0.63], [-0.29, 0.10, 1.38], [0.52, -0.70, -0.96], [-0.48, 2.25, -0.24], [0.51, 3.48, -1.00], [0.41, 2.48, -0.70], [-0.01, -2.91, 1.04], [-1.33, -2.55, -0.21]],
  "nbo_charge": [0.168, -0.295, -0.731, 0.236, 0.382, -0.462, 0.282, 0.181, 0.190, -0.463, 0.258, 0.253]
}